{
  "formula": "C40H99N4O14S3",
  "method": "wB97M-V/def2-TZVPD",
  "species": ["C", "C", "C", "O", "H", "H", "H", "H", "H", "H", "H", "C", "C", "C", "O", "H", "H", "H", "H", "H", "H", "H", "H", "C", "C", "C", "O", "H", "H", "H", "H", "H", "H", "H", "H", "C", "C", "C", "O", "H", "H", "H", "H", "H", "H", "H", "H", "C", "C", "C", "O", "C", "N", "H", "H", "H", "H", "H", "H", "H", "H", "H", "H", "H", "C", "C", "C", "O", "C", "N", "H", "H", "H", "H", "H", "H", "H", "H", "H", "H", "H", "C", "C", "C", "O", "C", "N", "H", "H", "H", "H", "H", "H", "H", "H", "H", "H", "H", "C", "C", "C", "O", "C", "N", "H", "H", "H", "H", "H", "H", "H", "H", "H", "H", "H", "C", "C", "C", "S", "O", "O", "C", "H", "H", "H", "H", "H", "H", "H", "H", "C", "C", "C", "S", "O", "O", "C", "H", "H", "H", "H", "H", "H", "H", "H", "C", "C", "C", "S", "O", "O", "C", "H", "H", "H", "H", "H", "H", "H", "H"],
  "positions_angstrom": [[-0.61, -0.44, 0.26], [-0.09, 0.86, -0.45], [1.10, 0.63, -1.38], [-1.15, 1.57, -1.00], [-1.11, -1.15, -0.40], [-1.26, -0.17, 1.09], [0.20, -1.02, 0.70], [0.36, 1.50, 0.31], [0.77, -0.07, -2.14], [1.98, 0.39, -0.79], [1.43, 1.52, -1.91], [1.29, 6.49, -2.79], [1.50, 6.70, -1.28], [1.78, 8.16, -0.90], [0.35, 6.27, -0.52], [2.22, 6.67, -3.32], [0.52, 7.16, -3.18], [0.93, 5.48, -2.97], [2.32, 6.05, -0.98], [2.81, 8.45, -1.10], [1.71, 8.25, 0.18], [1.03, 8.81, -1.36], [0.06, 5.40, -0.81], [9.57, 0.20, -2.67], [8.53, 0.89, -3.51], [7.12, 0.55, -3.03], [8.68, 2.31, -3.42], [9.28, -0.83, -2.45], [9.74, 0.73, -1.74], [10.54, 0.20, -3.17], [8.78, 0.60, -4.53], [7.06, -0.53, -3.15], [6.39, 1.20, -3.51], [7.01, 0.74, -1.96], [8.16, 2.63, -2.67], [-2.23, 3.17, -7.75], [-2.29, 3.64, -6.30], [-2.66, 5.07, -6.06], [-3.10, 2.81, -5.56], [-3.15, 3.58, -8.17], [-2.11, 2.10, -7.90], [-1.42, 3.74, -8.21], [-1.32, 3.35, -5.89], [-3.69, 5.31, -6.28], [-1.98, 5.77, -6.55], [-2.60, 5.45, -5.04], [-2.72, 2.76, -4.68], [-3.84, 3.19, 5.32], [-2.43, 3.58, 4.86], [-1.26, 2.53, 5.08], [-1.04, 2.25, 6.47], [0.00, 1.27, 6.61], [-2.47, 3.84, 3.39], [-4.55, 4.02, 5.28], [-3.90, 2.79, 6.33], [-4.25, 2.41, 4.69], [-2.05, 4.49, 5.32], [-0.34, 2.96, 4.69], [-1.38, 1.67, 4.42], [0.08, 0.94, 7.65], [0.95, 1.58, 6.18], [-0.43, 0.37, 6.16], [-2.47, 3.01, 2.82], [-1.66, 4.31, 2.99], [-7.91, 2.21, 1.17], [-6.63, 1.60, 0.49], [-6.92, 0.62, -0.68], [-7.43, -0.61, -0.19], [-6.45, -1.45, 0.42], [-5.93, 2.73, 0.01], [-7.90, 2.78, 2.10], [-8.60, 1.38, 1.32], [-8.32, 2.89, 0.42], [-6.05, 1.02, 1.20], [-6.06, 0.43, -1.32], [-7.61, 1.11, -1.37], [-5.63, -1.78, -0.22], [-6.96, -2.36, 0.73], [-6.00, -1.03, 1.32], [-5.08, 2.41, -0.42], [-5.64, 3.31, 0.79], [4.75, -6.57, -5.75], [3.47, -5.73, -5.70], [3.56, -4.61, -4.58], [3.78, -5.18, -3.30], [3.03, -4.51, -2.29], [3.08, -5.29, -7.00], [4.82, -7.18, -6.65], [4.82, -7.05, -4.78], [5.58, -5.86, -5.82], [2.83, -6.53, -5.34], [2.70, -3.94, -4.57], [4.38, -3.95, -4.88], [1.94, -4.55, -2.37], [3.23, -3.44, -2.20], [3.31, -4.96, -1.34], [2.17, -4.87, -6.91], [2.81, -6.12, -7.51], [-1.76, -4.25, -4.44], [-1.67, -2.90, -5.13], [-1.92, -2.89, -6.66], [-0.90, -3.51, -7.47], [-0.99, -3.31, -8.89], [-2.63, -2.02, -4.52], [-2.49, -4.97, -4.84], [-1.92, -4.23, -3.37], [-0.82, -4.76, -4.66], [-0.65, -2.54, -4.97], [-2.03, -1.87, -7.03], [-2.92, -3.31, -6.82], [-0.26, -3.86, -9.49], [-0.94, -2.24, -9.09], [-1.98, -3.61, -9.25], [-2.70, -1.14, -5.01], [-2.35, -1.89, -3.55], [5.16, 4.75, 3.53], [4.71, 3.29, 3.08], [5.97, 2.43, 2.81], [7.35, 3.57, 2.45], [7.57, 3.74, 1.01], [8.46, 3.15, 3.35], [6.61, 5.05, 3.05], [5.32, 4.65, 4.61], [4.48, 5.58, 3.33], [4.06, 3.56, 2.24], [4.12, 2.79, 3.85], [5.91, 1.71, 1.99], [6.26, 1.87, 3.69], [6.81, 5.76, 2.25], [7.24, 5.34, 3.89], [-5.98, -1.44, 7.63], [-5.01, -2.12, 6.63], [-5.61, -3.44, 6.17], [-6.41, -4.03, 7.78], [-5.53, -4.99, 8.42], [-7.81, -4.41, 7.52], [-6.32, -2.49, 8.66], [-6.88, -1.12, 7.10], [-5.50, -0.56, 8.05], [-4.05, -2.15, 7.14], [-4.77, -1.50, 5.77], [-5.10, -4.23, 5.62], [-6.46, -3.16, 5.55], [-5.53, -2.55, 9.42], [-7.25, -2.41, 9.22], [2.06, -4.01, 4.57], [2.78, -5.37, 4.69], [1.95, -6.30, 5.59], [0.26, -5.50, 5.83], [0.17, -4.75, 7.11], [-0.82, -6.38, 5.36], [0.61, -4.28, 4.55], [2.41, -3.47, 3.69], [2.34, -3.39, 5.42], [3.82, -5.27, 5.01], [3.01, -5.71, 3.68], [2.36, -6.58, 6.56], [1.94, -7.21, 4.99], [-0.04, -3.42, 4.65], [0.42, -4.79, 3.60]],
  "lowdin_charge": [-0.100, -0.718, -0.119, -0.379, 0.045, 0.043, 0.033, 0.075, 0.054, 0.049, 0.050, -0.058, -0.481, -0.060, -0.065, 0.076, 0.074, 0.075, 0.123, 0.074, 0.071, 0.079, 0.084, -0.075, -0.488, -0.055, -0.066, 0.076, 0.082, 0.075, 0.133, 0.078, 0.085, 0.079, 0.076, -0.046, -0.558, -0.062, -0.042, 0.075, 0.079, 0.075, 0.134, 0.083, 0.076, 0.077, 0.102, -0.066, -0.381, -0.201, -0.197, -0.111, 0.024, 0.070, 0.065, 0.068, 0.129, 0.110, 0.116, 0.082, 0.083, 0.079, 0.065, 0.064, -0.053, -0.454, -0.187, -0.184, -0.109, 0.025, 0.065, 0.064, 0.070, 0.112, 0.124, 0.124, 0.087, 0.082, 0.071, 0.081, 0.078, -0.072, -0.457, -0.176, -0.179, -0.114, 0.037, 0.074, 0.076, 0.071, 0.122, 0.111, 0.120, 0.083, 0.085, 0.083, 0.064, 0.070, -0.065, -0.444, -0.181, -0.203, -0.101, 0.037, 0.073, 0.074, 0.063, 0.127, 0.110, 0.122, 0.082, 0.079, 0.077, 0.070, 0.077, -0.171, -0.177, -0.213, 0.703, -0.346, -0.367, -0.246, 0.100, 0.110, 0.108, 0.103, 0.101, 0.097, 0.098, 0.096, -0.216, -0.242, -0.175, 0.701, -0.341, -0.351, -0.252, 0.117, 0.116, 0.115, 0.112, 0.107, 0.094, 0.108, 0.106, -0.249, -0.218, -0.186, 0.748, -0.353, -0.353, -0.263, 0.121, 0.116, 0.108, 0.108, 0.095, 0.095, 0.116, 0.114],
  "e_tot_ev": -110209.0715,
  "homo_energy_ev": -3.396,
  "e_lumo_ev": 1.51,
  "mol_weight_g_mol": 956.45,
  "total_charge": -1
}

---

{
  "formula": "H4O2",
  "method": "wB97M-V/def2-TZVPD",
  "species": ["O", "H", "H", "O", "H", "H"],
  "positions_angstrom": [[-1.41, -2.20, 3.88], [-1.16, -1.71, 4.70], [-2.28, -1.81, 3.62], [-1.96, -2.70, 6.03], [-1.49, -3.08, 6.80], [-2.67, -3.35, 5.82]],
  "nbo_charge": [-0.948, 0.487, 0.457, -0.953, 0.473, 0.484],
  "e_tot_ev": -4159.2149,
  "homo_energy_ev": -10.124,
  "e_above_lowest_kj_mol": 69.86,
  "e_lumo_ev": 0.80,
  "mol_weight_g_mol": 36.03,
  "total_charge": 0,
  "smiles": "O.O"
}

---

{
  "formula": "C34H59Cl2N5O31",
  "method": "wB97M-V/def2-TZVPD",
  "species": ["C", "N", "O", "O", "H", "H", "H", "C", "N", "O", "O", "H", "H", "H", "C", "N", "O", "O", "H", "H", "H", "C", "N", "O", "O", "H", "H", "H", "C", "N", "O", "O", "H", "H", "H", "C", "C", "C", "O", "C", "O", "O", "H", "H", "H", "H", "H", "H", "C", "C", "C", "O", "C", "O", "O", "H", "H", "H", "H", "H", "H", "C", "C", "C", "O", "C", "O", "O", "H", "H", "H", "H", "H", "H", "C", "C", "C", "O", "C", "O", "O", "H", "H", "H", "H", "H", "H", "C", "C", "C", "O", "C", "O", "O", "H", "H", "H", "H", "H", "H", "C", "C", "C", "O", "C", "O", "O", "H", "H", "H", "H", "H", "H", "C", "C", "C", "O", "C", "O", "O", "H", "H", "H", "H", "H", "H", "C", "Cl", "Cl", "H", "H"],
  "positions_angstrom": [[0.52, 0.17, -4.95], [0.51, 1.41, -4.17], [1.39, 2.26, -4.26], [-0.48, 1.53, -3.40], [-0.43, -0.31, -4.78], [1.33, -0.47, -4.61], [0.73, 0.44, -5.99], [0.23, -1.91, 4.10], [1.62, -1.93, 3.46], [2.62, -2.09, 4.09], [1.59, -1.71, 2.27], [0.01, -0.83, 4.21], [0.33, -2.36, 5.08], [-0.46, -2.40, 3.41], [-3.31, 1.38, -2.03], [-3.80, 0.00, -2.42], [-4.99, -0.12, -2.47], [-3.00, -0.90, -2.65], [-2.67, 1.77, -2.80], [-2.78, 1.09, -1.11], [-4.25, 1.81, -1.76], [-3.33, -0.70, 5.12], [-2.99, -1.08, 6.48], [-1.87, -0.89, 6.97], [-3.90, -1.72, 7.02], [-2.64, 0.03, 4.75], [-4.36, -0.34, 5.13], [-3.35, -1.53, 4.44], [3.52, 1.50, 1.97], [2.12, 1.97, 2.18], [1.80, 3.06, 1.77], [1.29, 1.22, 2.62], [3.53, 0.55, 2.51], [4.21, 2.22, 2.32], [3.55, 1.37, 0.91], [-3.05, -5.02, -3.70], [-1.98, -5.38, -4.65], [-2.51, -5.20, -6.05], [-2.08, -3.88, -6.47], [-1.07, -3.54, -5.67], [-0.45, -2.53, -5.82], [-0.86, -4.36, -4.66], [-3.42, -4.06, -3.95], [-2.63, -4.81, -2.67], [-3.82, -5.83, -3.73], [-1.53, -6.36, -4.62], [-3.59, -5.20, -6.24], [-1.99, -5.88, -6.76], [-5.37, -4.25, -0.82], [-4.41, -3.14, -0.43], [-4.96, -2.05, 0.47], [-4.34, -2.36, 1.72], [-3.39, -3.28, 1.57], [-2.71, -3.68, 2.49], [-3.33, -3.72, 0.30], [-4.81, -5.04, -1.37], [-6.11, -3.86, -1.55], [-5.98, -4.57, 0.00], [-3.93, -2.63, -1.31], [-6.09, -2.10, 0.49], [-4.71, -1.05, 0.17], [-0.05, 2.09, 7.51], [0.64, 1.96, 6.17], [1.61, 3.12, 5.77], [2.53, 2.49, 4.92], [2.63, 1.20, 5.33], [3.47, 0.44, 4.95], [1.70, 0.88, 6.19], [-0.53, 3.07, 7.57], [0.59, 1.95, 8.41], [-0.90, 1.40, 7.61], [0.00, 1.68, 5.31], [2.09, 3.56, 6.69], [1.24, 3.97, 5.14], [5.47, -2.04, -0.12], [5.04, -0.56, -0.20], [5.88, 0.35, -1.07], [5.28, 0.05, -2.43], [3.99, -0.15, -2.17], [3.07, -0.09, -2.93], [3.80, -0.43, -0.86], [5.71, -2.34, -1.20], [4.74, -2.67, 0.40], [6.42, -1.99, 0.42], [5.06, -0.14, 0.83], [6.92, 0.07, -1.14], [5.81, 1.45, -0.96], [1.43, 5.82, -3.46], [1.56, 5.32, -2.01], [0.48, 4.34, -1.59], [1.15, 3.18, -1.14], [2.45, 3.27, -1.46], [3.26, 2.44, -1.27], [2.79, 4.47, -2.02], [0.65, 6.58, -3.59], [1.28, 4.93, -4.01], [2.41, 6.28, -3.61], [1.78, 6.08, -1.24], [-0.16, 4.11, -2.45], [-0.07, 4.76, -0.75], [-3.05, 2.68, 2.91], [-1.61, 2.57, 2.46], [-1.32, 3.30, 1.12], [-0.70, 4.52, 1.56], [-0.30, 4.39, 2.82], [0.32, 5.25, 3.36], [-0.80, 3.26, 3.36], [-3.22, 3.73, 3.02], [-3.17, 2.09, 3.81], [-3.63, 2.24, 2.14], [-1.27, 1.54, 2.39], [-2.23, 3.61, 0.61], [-0.60, 2.80, 0.47], [0.44, -2.05, -2.20], [0.54, -1.54, -0.76], [0.81, -0.06, -0.62], [-0.43, 0.46, -0.19], [-1.27, -0.50, 0.13], [-2.32, -0.26, 0.64], [-0.74, -1.68, -0.12], [0.09, -3.06, -2.06], [1.43, -1.93, -2.68], [-0.23, -1.37, -2.77], [1.20, -2.08, -0.15], [1.04, 0.38, -1.64], [1.56, 0.29, 0.09], [4.89, -1.58, -5.80], [5.64, -1.02, -7.34], [5.89, -2.56, -4.79], [4.48, -0.71, -5.27], [4.13, -2.28, -6.19]],
  "lowdin_charge": [0.032, -0.365, 0.083, 0.016, 0.073, 0.081, 0.119, 0.080, -0.430, 0.091, 0.031, 0.090, 0.093, 0.088, 0.088, -0.432, 0.073, 0.047, 0.071, 0.078, 0.091, 0.036, -0.409, 0.055, 0.057, 0.065, 0.111, 0.095, 0.071, -0.380, 0.095, 0.070, 0.095, 0.110, 0.060, -0.035, -0.261, -0.094, 0.073, -0.622, 0.138, 0.103, 0.085, 0.109, 0.114, 0.149, 0.144, 0.140, -0.013, -0.328, -0.089, 0.067, -0.567, 0.122, 0.083, 0.078, 0.095, 0.080, 0.138, 0.156, 0.096, -0.022, -0.221, -0.087, 0.037, -0.625, 0.126, 0.091, 0.088, 0.104, 0.060, 0.140, 0.150, 0.127, 0.006, -0.346, -0.013, 0.053, -0.589, 0.125, 0.042, 0.110, 0.091, 0.084, 0.139, 0.127, 0.145, -0.007, -0.253, -0.108, 0.047, -0.556, 0.161, 0.076, 0.095, 0.056, 0.088, 0.161, 0.130, 0.117, 0.008, -0.321, -0.067, 0.049, -0.605, 0.147, 0.060, 0.097, 0.068, 0.075, 0.127, 0.137, 0.102, 0.020, -0.269, -0.084, 0.065, -0.609, 0.130, 0.112, 0.083, 0.083, 0.081, 0.119, 0.125, 0.110, -1.053, 0.475, 0.551, 0.024, 0.022],
  "e_tot_ev": -132170.7044,
  "homo_energy_ev": -10.341,
  "e_lumo_ev": -0.15,
  "mol_weight_g_mol": 1104.76,
  "total_charge": 0
}

---

{
  "formula": "C23H14F5NO2S3Sn",
  "method": "wB97M-V/def2-TZVPD",
  "species": ["Sn", "F", "C", "C", "F", "C", "F", "C", "S", "C", "F", "C", "F", "O", "N", "C", "C", "C", "C", "C", "S", "H", "H", "H", "H", "O", "S", "C", "C", "C", "C", "C", "C", "C", "C", "C", "C", "C", "C", "H", "H", "H", "H", "H", "H", "H", "H", "H", "H"],
  "positions_angstrom": [[-0.23, 1.72, 0.25], [1.78, 3.33, 7.00], [1.27, 3.45, 5.77], [1.54, 2.50, 4.80], [2.30, 1.43, 5.09], [1.02, 2.64, 3.52], [1.28, 1.65, 2.62], [0.24, 3.73, 3.13], [-0.34, 4.02, 1.53], [-0.03, 4.67, 4.14], [-0.80, 5.73, 3.86], [0.45, 4.53, 5.44], [0.14, 5.44, 6.37], [-0.83, 1.96, -1.95], [0.02, 2.09, -2.94], [-0.48, 2.16, -4.18], [0.32, 2.28, -5.28], [1.70, 2.38, -5.09], [2.20, 2.32, -3.81], [1.36, 2.14, -2.71], [1.98, 1.96, -1.12], [-1.56, 2.11, -4.21], [-0.12, 2.30, -6.26], [2.36, 2.51, -5.93], [3.26, 2.42, -3.62], [-2.07, -0.48, 0.35], [-0.95, -1.33, 0.77], [-1.65, -2.98, 1.02], [-0.99, -3.81, 1.90], [-1.53, -5.05, 2.19], [-2.72, -5.44, 1.61], [-3.38, -4.59, 0.73], [-2.84, -3.35, 0.43], [-0.04, -1.71, -0.75], [1.24, -2.21, -0.62], [2.00, -2.41, -1.76], [1.47, -2.12, -3.01], [0.18, -1.61, -3.12], [-0.57, -1.40, -1.98], [-0.07, -3.48, 2.36], [-1.02, -5.70, 2.89], [-3.15, -6.40, 1.86], [-4.31, -4.89, 0.28], [-3.35, -2.66, -0.23], [1.64, -2.43, 0.35], [3.01, -2.78, -1.68], [2.07, -2.27, -3.90], [-0.22, -1.38, -4.09], [-1.57, -0.98, -2.04]],
  "nbo_charge": [1.134, -0.288, 0.250, 0.311, -0.299, 0.287, -0.318, -0.271, -0.307, 0.326, -0.291, 0.273, -0.288, -0.657, 0.021, 0.030, -0.264, -0.165, -0.227, 0.041, -0.251, 0.239, 0.234, 0.227, 0.240, -0.990, 1.275, -0.154, -0.247, -0.192, -0.201, -0.199, -0.231, -0.282, -0.157, -0.215, -0.201, -0.198, -0.220, 0.220, 0.218, 0.218, 0.219, 0.239, 0.212, 0.219, 0.217, 0.216, 0.247],
  "e_tot_ev": -81585.7034,
  "homo_energy_ev": -7.525,
  "e_above_lowest_kj_mol": 84.43,
  "e_lumo_ev": 0.11,
  "mol_weight_g_mol": 646.27,
  "total_charge": 0
}

---

{
  "formula": "C21H29N3O2",
  "method": "wB97M-V/def2-TZVPD",
  "species": ["C", "C", "H", "H", "O", "C", "O", "C", "C", "C", "C", "N", "C", "H", "H", "C", "C", "H", "H", "C", "N", "C", "C", "C", "N", "H", "H", "H", "H", "H", "H", "H", "H", "H", "H", "H", "H", "H", "C", "C", "C", "C", "C", "C", "C", "H", "H", "H", "H", "H", "H", "H", "H", "H", "H"],
  "positions_angstrom": [[-0.16, -5.29, 1.01], [0.53, -3.95, 1.12], [0.67, -3.64, 2.17], [1.52, -3.98, 0.65], [-0.26, -2.97, 0.45], [-0.04, -1.69, 0.77], [0.79, -1.35, 1.58], [-0.98, -0.73, 0.06], [-1.77, -1.37, -1.08], [-0.86, -1.73, -2.25], [-0.09, -0.48, -2.71], [0.67, 0.13, -1.64], [-0.16, 0.46, -0.51], [-0.87, 1.22, -0.85], [0.47, 0.89, 0.27], [1.94, -0.51, -1.35], [3.08, 0.26, -2.03], [4.03, -0.24, -1.84], [2.91, 0.28, -3.11], [3.13, 1.70, -1.52], [3.40, 1.76, -0.11], [4.57, 1.49, 0.51], [4.34, 1.62, 1.86], [2.99, 1.97, 1.95], [2.44, 2.05, 0.76], [2.40, 2.17, 2.83], [5.04, 1.49, 2.66], [5.45, 1.24, -0.03], [3.89, 2.27, -2.06], [2.15, 2.16, -1.67], [1.97, -1.56, -1.67], [2.12, -0.50, -0.27], [-0.80, 0.27, -3.07], [0.59, -0.73, -3.53], [-1.46, -2.11, -3.08], [-0.16, -2.51, -1.96], [-2.52, -0.66, -1.42], [-2.28, -2.27, -0.72], [-1.91, -0.23, 1.20], [-2.90, 0.82, 0.77], [-4.16, 0.46, 0.30], [-5.06, 1.42, -0.11], [-4.72, 2.76, -0.05], [-3.48, 3.13, 0.43], [-2.57, 2.17, 0.84], [-1.61, 2.46, 1.22], [-3.21, 4.18, 0.49], [-5.43, 3.52, -0.37], [-6.04, 1.13, -0.47], [-4.44, -0.59, 0.26], [-1.28, 0.17, 1.99], [-2.45, -1.10, 1.59], [-0.30, -5.56, -0.03], [-1.13, -5.25, 1.49], [0.44, -6.06, 1.50]],
  "nbo_charge": [-0.622, -0.073, 0.200, 0.181, -0.525, 0.826, -0.616, -0.143, -0.414, -0.421, -0.207, -0.476, -0.231, 0.207, 0.253, -0.237, -0.401, 0.200, 0.206, -0.219, -0.165, -0.054, -0.342, -0.054, -0.278, 0.208, 0.226, 0.215, 0.203, 0.244, 0.182, 0.225, 0.190, 0.196, 0.209, 0.202, 0.214, 0.218, -0.407, -0.036, -0.160, -0.228, -0.219, -0.207, -0.209, 0.217, 0.213, 0.212, 0.211, 0.200, 0.233, 0.212, 0.211, 0.212, 0.217],
  "e_tot_ev": -30813.2484,
  "homo_energy_ev": -7.967,
  "e_above_lowest_kj_mol": 216.48,
  "e_lumo_ev": 0.84,
  "mol_weight_g_mol": 355.48,
  "total_charge": 0,
  "smiles": "CCOC(=O)[C@]1(Cc2ccccc2)CCCN(CCCn2cccn2)C1"
}